{"formula": "C44H63F3N5O2SSm", "method": "the ωB97M-V functional and the def2-TZVPD basis", "spin_multiplicity": 6, "gap_ha": [0.28555, 0.28648], "fmax_ev_per_a": 3.87, "species": ["Sm", "C", "N", "C", "C", "C", "N", "C", "C", "C", "C", "C", "C", "C", "O", "C", "C", "C", "C", "C", "C", "C", "C", "C", "C", "C", "C", "C", "C", "C", "O", "C", "C", "C", "C", "C", "C", "C", "C", "H", "H", "H", "H", "H", "H", "H", "H", "H", "H", "H", "H", "H", "H", "H", "H", "H", "H", "H", "H", "H", "H", "H", "H", "H", "H", "H", "H", "H", "H", "H", "H", "H", "H", "H", "H", "H", "H", "H", "H", "H", "H", "H", "H", "H", "H", "H", "H", "H", "H", "H", "H", "H", "H", "F", "C", "F", "F", "C", "C", "C", "C", "N", "C", "S", "H", "H", "H", "C", "N", "C", "C", "N", "C", "H", "H", "H", "H", "H", "H"], "coordinates": [[-13.537594, -13.821545, -9.103705], [-13.621390, -14.509331, -5.702100], [-12.527660, -14.069610, -6.576717], [-11.392436, -14.928190, -6.461841], [-12.157266, -12.749817, -6.116688], [-13.187817, -11.719910, -6.432611], [-13.300600, -11.486662, -7.866108], [-12.101559, -10.789698, -8.359307], [-11.969044, -10.680575, -9.863500], [-12.031709, -9.447135, -10.507157], [-11.814178, -9.327522, -11.860394], [-11.307617, -10.457075, -12.490292], [-11.116565, -11.662007, -11.900115], [-11.515279, -11.801686, -10.559830], [-11.586271, -12.997804, -9.923057], [-10.516843, -12.831785, -12.681823], [-9.316431, -13.274373, -11.857692], [-11.474258, -13.978593, -12.826941], [-9.995969, -12.412596, -14.018460], [-12.015432, -7.996002, -12.601169], [-13.495207, -7.516012, -12.419062], [-11.132589, -6.931929, -12.090935], [-11.871246, -8.113793, -14.150712], [-14.431514, -10.648565, -8.248795], [-15.775514, -10.961562, -7.540106], [-16.571715, -10.001301, -6.924375], [-17.812641, -10.412820, -6.421957], [-18.345948, -11.629292, -6.766264], [-17.569190, -12.653270, -7.329487], [-16.268537, -12.304512, -7.673346], [-15.382595, -13.203233, -8.193909], [-18.150636, -14.028226, -7.738089], [-17.320439, -15.185893, -7.251707], [-19.562040, -14.195872, -7.121509], [-18.297206, -14.137915, -9.251787], [-18.575807, -9.290268, -5.675581], [-17.624068, -8.916518, -4.459603], [-18.826039, -8.040372, -6.535999], [-19.903752, -9.812777, -5.174783], [-13.384092, -14.244610, -4.697334], [-14.553609, -14.125929, -6.041223], [-13.690607, -15.592165, -5.797147], [-10.756762, -14.716168, -5.589553], [-11.772254, -15.917990, -6.512672], [-10.739897, -14.824229, -7.366171], [-11.998388, -12.805477, -5.000866], [-11.246408, -12.446579, -6.569463], [-14.146921, -12.055625, -6.023665], [-13.007170, -10.771441, -5.908657], [-12.040841, -9.786446, -7.888857], [-11.222744, -11.380165, -8.036703], [-12.302224, -8.550206, -9.959371], [-11.075879, -10.417510, -13.530785], [-9.589833, -13.519730, -10.834072], [-8.874656, -14.147310, -12.364916], [-8.549664, -12.451219, -11.845455], [-11.866874, -14.252137, -11.817235], [-12.337036, -13.736319, -13.483134], [-11.024541, -14.829695, -13.373977], [-9.397133, -11.515276, -13.993721], [-9.363223, -13.211763, -14.365082], [-10.802717, -12.253525, -14.737104], [-13.828923, -7.542371, -11.374139], [-13.672707, -6.482368, -12.684115], [-14.188955, -8.092576, -13.021693], [-11.415089, -6.602670, -11.117648], [-10.109437, -7.336702, -11.992223], [-11.168780, -6.101379, -12.770401], [-12.525123, -8.903556, -14.510460], [-12.223420, -7.184438, -14.605913], [-10.823180, -8.238456, -14.537190], [-14.181531, -9.625260, -7.934459], [-14.555695, -10.629389, -9.349645], [-16.137429, -9.068787, -6.923199], [-19.319125, -11.889384, -6.464070], [-16.701818, -14.941234, -6.364318], [-17.981220, -16.003751, -7.023621], [-16.622759, -15.591079, -8.003857], [-19.455189, -14.090393, -6.049689], [-20.276741, -13.442402, -7.485478], [-20.056077, -15.173195, -7.327632], [-17.345692, -14.195516, -9.810419], [-18.869010, -15.009638, -9.550016], [-18.810891, -13.269694, -9.667690], [-16.794256, -8.407804, -4.875957], [-18.242493, -8.408293, -3.673027], [-17.217715, -9.853247, -4.093000], [-17.914127, -7.605673, -6.909403], [-19.412794, -8.277274, -7.405543], [-19.472009, -7.256771, -6.000612], [-19.775979, -10.817228, -4.622424], [-20.426511, -9.066504, -4.594409], [-20.503173, -10.141527, -6.068156], [-14.703111, -16.054348, -14.333807], [-15.694266, -15.171070, -14.092854], [-16.134706, -14.802321, -15.347559], [-16.634839, -15.850677, -13.472379], [-15.222609, -13.931102, -13.316478], [-15.256640, -12.695117, -13.959661], [-14.841204, -11.537071, -13.283286], [-14.424373, -11.752924, -11.969037], [-14.302268, -12.928044, -11.355814], [-14.736899, -14.055348, -11.980474], [-14.716461, -15.559851, -11.124120], [-15.568481, -12.686594, -15.006020], [-14.931596, -10.559551, -13.698682], [-14.039895, -10.834585, -11.504973], [-11.086905, -18.996239, -10.274260], [-11.826494, -18.132253, -9.347486], [-12.492109, -18.561165, -8.205222], [-13.172883, -17.486803, -7.755092], [-12.941406, -16.402752, -8.595749], [-12.127656, -16.832615, -9.540876], [-11.655757, -19.913572, -10.473691], [-10.107510, -19.267483, -9.762913], [-10.949395, -18.528419, -11.231456], [-12.351509, -19.552588, -7.848202], [-13.812810, -17.498482, -6.920184], [-11.854435, -16.286567, -10.471090]], "forces_ev_per_angstrom": [[0.077, -0.084, 0.174], [0.535, -1.412, -1.086], [-0.904, 0.921, -0.013], [1.538, 0.007, -1.205], [0.046, 0.412, 1.146], [-1.136, 0.567, 0.430], [0.478, -0.260, -0.896], [0.913, -0.294, 0.005], [0.628, 0.727, 0.488], [-0.539, 0.259, 0.303], [0.392, 0.332, -0.534], [-0.294, 0.920, -0.787], [-0.236, -1.273, 0.434], [-0.758, -1.253, 0.640], [-0.048, 0.474, -0.144], [0.274, 0.782, 1.208], [1.219, 0.171, -0.219], [-1.345, -0.745, -0.221], [-0.276, 0.024, -0.772], [-2.055, -0.746, -1.082], [0.021, -0.236, 0.701], [1.714, -0.207, 0.221], [0.850, 0.133, 0.232], [-1.646, 0.608, 1.122], [-0.134, -1.216, -0.819], [0.474, -3.746, -0.861], [-0.448, 2.805, -0.661], [1.256, -0.802, 0.434], [-0.093, 0.047, -0.759], [1.860, -0.061, -0.631], [-1.155, 0.304, 0.289], [-0.821, 0.497, -0.087], [1.523, -0.669, 0.374], [-0.365, 0.023, -0.319], [0.468, 0.621, -1.023], [0.692, -0.358, 0.804], [-2.334, -0.931, -0.311], [-1.116, 0.552, 0.779], [-0.153, -2.365, -0.562], [-0.121, 0.128, 1.073], [-0.763, 0.575, -0.024], [-0.090, -0.027, 0.217], [-0.316, -0.252, 0.130], [0.240, -0.990, 0.432], [-0.361, 0.123, 0.650], [0.015, 0.284, -0.799], [1.051, -0.057, -0.246], [-0.020, 0.112, -0.374], [0.339, 0.035, 0.052], [-0.036, -0.248, -0.192], [-0.395, 0.458, -0.132], [-0.130, -0.103, 0.261], [0.052, 0.325, -0.514], [0.044, -0.091, -0.055], [0.088, 0.135, 0.347], [-0.599, -0.753, 0.055], [0.359, -0.148, -1.023], [0.273, 0.225, 0.511], [0.136, 0.167, 0.634], [0.278, 0.292, 0.152], [0.238, -0.354, -0.482], [0.015, -0.038, -0.096], [0.154, -0.371, -0.079], [0.433, 0.424, -0.447], [-0.110, -0.343, -0.003], [-0.310, 0.331, 0.846], [-0.178, 0.460, -0.235], [0.237, 0.612, -0.216], [0.152, -0.228, -0.196], [-0.046, 0.030, 0.131], [-0.857, -0.213, 0.555], [-0.041, 0.243, -0.209], [0.108, -0.253, 0.574], [0.322, 2.326, 0.552], [-1.025, -0.006, 0.281], [-0.508, -0.150, -0.288], [-0.224, -0.476, 0.374], [-0.181, 0.445, 0.114], [-0.268, -0.024, 0.413], [0.284, -0.063, 0.116], [0.743, 0.480, -0.015], [-0.139, 0.000, 0.546], [-0.155, -0.321, 0.165], [-0.195, 0.089, 0.116], [0.717, 1.141, 0.099], [1.034, -0.073, -0.641], [-0.119, -0.128, 0.487], [0.386, 0.365, 0.111], [-0.298, -0.402, -0.513], [1.214, -0.983, -0.397], [-0.135, 1.747, -0.275], [-0.284, -0.018, 0.230], [0.150, 0.688, 0.783], [0.225, 0.181, 0.052], [1.070, 0.822, -0.515], [-0.156, -0.331, 0.925], [-0.879, -0.010, -0.043], [-0.047, -0.203, -0.286], [0.247, -0.180, -0.016], [-0.614, -2.122, 0.713], [0.742, 1.446, -0.964], [-0.610, -0.191, -0.144], [-0.590, 0.299, -0.806], [0.389, 0.567, 0.242], [-0.021, 0.213, 0.392], [0.170, 0.441, -0.179], [-0.144, -0.665, 0.528], [0.766, -0.778, 1.523], [-0.046, -0.437, -0.470], [0.783, 0.483, -1.088], [0.580, 0.317, -1.046], [-0.218, 0.168, 0.205], [-0.343, -0.228, -0.413], [0.105, 0.229, 0.265], [-1.063, 0.272, -1.024], [0.265, 0.502, -0.167], [-0.146, -0.460, 0.212], [-0.633, 0.436, 0.744], [-0.095, -0.425, 1.014]], "lowdin_charge": [1.59, -0.05, -0.32, -0.10, -0.22, -0.17, -0.23, -0.14, -0.16, -0.01, -0.17, 0.01, -0.11, -0.31, -0.32, -0.56, -0.04, -0.04, -0.07, -0.54, -0.05, -0.07, -0.06, -0.11, -0.10, 0.01, -0.17, 0.02, -0.08, -0.25, -0.34, -0.52, -0.06, -0.07, -0.04, -0.55, -0.03, -0.05, -0.08, 0.09, 0.05, 0.08, 0.10, 0.05, 0.11, 0.15, 0.10, 0.12, 0.14, 0.14, 0.12, 0.12, 0.09, 0.07, 0.09, 0.11, 0.06, 0.09, 0.10, 0.09, 0.08, 0.10, 0.08, 0.08, 0.07, 0.07, 0.11, 0.08, 0.07, 0.08, 0.10, 0.12, 0.13, 0.09, 0.07, 0.09, 0.07, 0.08, 0.08, 0.08, 0.09, 0.07, 0.08, 0.09, 0.05, 0.10, 0.08, 0.06, 0.07, 0.11, 0.11, 0.07, 0.10, 0.11, -0.59, 0.09, 0.14, -0.12, 0.00, -0.03, -0.12, -0.05, -0.72, 0.61, 0.12, 0.09, 0.10, -0.01, -0.12, -0.04, -0.13, -0.06, -0.20, 0.09, 0.11, 0.08, 0.12, 0.09, 0.13]}